1.
{"formula": "C43H51Cl2GeLaN5O8S2", "method": "ωB97M-V/def2-TZVPD", "species": ["La", "Ge", "Cl", "Cl", "S", "S", "O", "O", "O", "O", "O", "O", "O", "O", "N", "N", "N", "N", "N", "C", "C", "C", "C", "C", "C", "C", "C", "C", "C", "C", "C", "C", "C", "C", "C", "C", "C", "C", "C", "C", "C", "C", "C", "C", "C", "C", "C", "C", "C", "C", "C", "C", "C", "C", "C", "C", "C", "C", "C", "C", "C", "C", "H", "H", "H", "H", "H", "H", "H", "H", "H", "H", "H", "H", "H", "H", "H", "H", "H", "H", "H", "H", "H", "H", "H", "H", "H", "H", "H", "H", "H", "H", "H", "H", "H", "H", "H", "H", "H", "H", "H", "H", "H", "H", "H", "H", "H", "H", "H", "H", "H", "H", "H"], "xyz": [[-0.844, -0.996, -1.178], [0.767, 0.485, 3.208], [-4.123, -2.310, 4.358], [-1.746, -3.945, -2.010], [-1.639, 2.366, -1.459], [1.496, -1.768, 0.285], [0.714, -2.460, -0.842], [-3.647, -1.355, -1.295], [1.009, -0.327, 0.196], [1.075, -2.339, 1.549], [-2.449, 0.417, 0.262], [-0.884, 1.193, -2.117], [2.911, -1.861, 0.011], [-3.320, 2.265, 1.175], [1.639, -0.120, -3.091], [-2.155, -2.900, 0.967], [3.788, -0.956, -3.923], [3.673, 1.240, -2.880], [2.665, 0.885, -5.070], [-3.295, 2.277, -2.195], [-0.220, -0.504, 5.791], [-3.390, 3.309, -3.323], [4.468, 0.016, -3.057], [-4.398, -2.780, -5.427], [-0.948, -0.210, 2.599], [4.864, -0.385, 2.723], [2.444, 4.350, 2.912], [3.597, 0.174, 2.606], [-3.768, -4.372, -3.757], [-1.318, -3.881, 1.301], [2.510, -1.306, -3.282], [-2.717, -3.545, -3.420], [-4.620, -4.001, -4.792], [-0.671, -0.457, 7.105], [-2.405, -2.345, -4.073], [1.112, 2.330, 2.672], [5.069, -1.475, 3.556], [-1.172, 3.751, -2.515], [-0.666, 0.749, 7.798], [2.112, 3.063, 3.322], [-1.226, -1.569, -3.735], [-1.961, 3.564, -3.804], [-2.030, 0.885, 2.618], [1.779, 4.931, 1.840], [0.781, 4.220, 1.189], [-0.208, 1.896, 7.164], [-3.024, -2.980, 3.187], [2.740, -1.439, 4.163], [0.251, 0.637, 5.129], [-2.644, 1.246, 1.255], [0.462, 2.932, 1.604], [-2.161, -4.005, 3.530], [2.397, 0.852, -2.261], [3.499, -0.319, -5.207], [1.414, 0.494, -4.400], [-2.991, -2.461, 1.913], [0.241, 1.838, 5.846], [2.522, -0.337, 3.332], [4.002, -2.004, 4.276], [-1.295, -4.465, 2.560], [3.390, 1.813, -4.193], [-3.324, -1.977, -5.076], [2.044, 5.928, 1.508], [-0.979, -0.660, 1.618], [-5.442, -4.643, -5.082], [3.229, 4.896, 3.425], [-1.182, -1.011, 3.298], [-0.577, -5.245, 2.774], [-1.579, 2.685, -4.330], [2.710, -1.765, -2.319], [-4.004, 2.423, -1.380], [0.887, -0.218, -5.035], [-1.027, 0.794, 8.819], [-5.065, -2.461, -6.222], [-3.737, -0.602, -0.685], [4.332, 2.086, -4.676], [0.788, 1.379, -4.264], [-3.651, -1.642, 1.646], [-3.933, -2.146, -0.826], [-1.696, 1.823, 3.060], [-0.087, 3.716, -2.620], [2.594, 0.418, -1.287], [-0.333, -2.205, -3.690], [5.433, 0.276, -3.497], [-0.208, 2.843, 7.692], [-2.879, 0.562, 3.229], [1.984, -2.017, -3.921], [-0.629, -4.216, 0.536], [4.621, -0.441, -2.080], [-1.076, -0.741, -4.425], [2.790, 2.717, -4.062], [-2.169, -4.416, 4.532], [-0.300, 2.387, 1.077], [-3.158, -1.037, -5.595], [-3.356, 1.248, -2.556], [2.981, -1.034, -5.848], [3.447, 1.011, 1.931], [-1.463, 4.663, -1.985], [2.648, 2.619, 4.155], [6.053, -1.922, 3.637], [-3.927, -5.293, -3.206], [1.919, -1.864, 4.730], [4.154, -2.860, 4.923], [-1.888, 4.422, -4.473], [0.577, 2.754, 5.370], [5.687, 0.022, 2.147], [-1.037, -1.357, 7.585], [4.440, -0.037, -5.683], [-3.817, 4.239, -2.938], [0.249, 4.668, 0.359], [1.780, 1.742, -2.133], [-4.036, 2.954, -4.127], [-0.246, -1.460, 5.269]], "forces_ev_per_a": [[-3.64, 1.11, -1.08], [-0.09, 0.41, 0.78], [0.07, -0.04, -0.06], [0.00, -0.40, -0.27], [0.49, -0.29, -0.42], [1.27, -0.26, 0.60], [1.92, -1.52, 0.76], [-0.03, 0.18, -0.29], [0.43, -0.36, 0.18], [-0.11, -0.12, 0.09], [-0.02, 0.46, 0.52], [-0.28, 1.50, 0.11], [-0.02, 0.16, -0.08], [-0.05, 0.06, -0.13], [0.45, -0.09, 0.45], [0.14, 0.06, 0.38], [-0.09, 0.06, 0.03], [-0.09, -0.04, -0.01], [0.05, -0.04, 0.08], [-0.19, 0.06, 0.12], [0.02, 0.07, 0.08], [0.09, -0.06, -0.03], [-0.20, 0.02, -0.10], [0.06, 0.02, 0.05], [-0.25, 0.11, -0.37], [-0.03, -0.06, 0.06], [-0.05, -0.11, 0.04], [-0.05, -0.07, 0.06], [-0.07, -0.03, -0.03], [-0.02, -0.10, -0.15], [-0.01, 0.16, -0.20], [-0.15, 0.02, 0.13], [0.02, 0.06, 0.00], [0.03, 0.08, -0.05], [0.40, 0.05, -0.20], [0.25, 0.11, -0.16], [-0.08, 0.04, -0.01], [0.07, 0.08, -0.15], [0.01, -0.02, -0.08], [-0.03, 0.09, -0.05], [-0.36, -0.17, -0.32], [-0.05, -0.04, 0.08], [-0.05, -0.22, 0.01], [-0.03, -0.04, -0.02], [0.05, 0.00, 0.09], [0.02, -0.08, -0.09], [-0.10, -0.06, 0.15], [0.11, 0.14, -0.05], [-0.16, 0.12, 0.21], [0.07, -0.57, -0.22], [0.09, 0.19, -0.04], [0.00, -0.05, 0.10], [0.01, -0.02, -0.20], [-0.06, 0.05, 0.12], [0.05, 0.03, -0.03], [-0.15, 0.18, -0.40], [-0.03, -0.14, 0.03], [0.17, -0.40, -0.31], [0.01, 0.08, -0.06], [0.11, -0.03, 0.00], [-0.06, -0.12, 0.02], [-0.19, -0.07, -0.02], [-0.02, -0.01, 0.03], [0.44, -0.05, 0.13], [0.02, 0.04, 0.03], [-0.01, -0.02, 0.00], [-0.02, 0.03, 0.05], [-0.04, 0.04, -0.01], [-0.01, 0.03, -0.01], [-0.01, -0.01, 0.10], [-0.02, -0.06, -0.03], [-0.01, -0.01, -0.04], [0.02, -0.01, -0.02], [0.02, 0.00, 0.03], [0.11, -0.11, 0.17], [0.03, 0.01, -0.02], [-0.01, 0.00, 0.00], [0.06, 0.02, 0.01], [0.07, -0.02, 0.03], [-0.02, 0.05, 0.07], [-0.04, 0.03, 0.03], [-0.01, -0.07, 0.04], [0.01, 0.03, 0.00], [0.02, 0.01, -0.03], [0.00, 0.00, -0.01], [-0.02, 0.05, 0.02], [-0.04, -0.04, 0.00], [0.01, 0.10, 0.02], [0.04, -0.01, 0.02], [0.02, 0.02, 0.00], [-0.02, 0.01, 0.01], [0.01, 0.01, -0.01], [-0.21, -0.13, -0.20], [0.01, -0.08, -0.02], [-0.02, 0.03, 0.03], [-0.03, -0.03, -0.02], [-0.01, -0.06, 0.02], [0.03, -0.03, -0.05], [0.02, 0.00, -0.05], [-0.01, 0.01, 0.00], [0.02, 0.06, -0.02], [0.05, 0.00, -0.03], [0.00, 0.00, -0.01], [0.02, 0.03, 0.04], [-0.04, -0.06, 0.03], [-0.02, -0.02, 0.00], [0.01, 0.00, 0.00], [0.04, 0.01, -0.03], [0.00, -0.01, -0.02], [-0.02, 0.00, -0.05], [-0.05, 0.03, 0.03], [-0.02, -0.02, 0.03], [-0.03, 0.07, 0.04]], "lowdin_charge": [1.9548, 1.0373, 0.6692, 0.7356, 1.0071, 0.2554, -0.6162, -0.1216, -0.5251, -0.3222, -0.3010, -0.6892, -0.3052, 0.0088, -0.0893, 0.0388, -0.0831, -0.0830, -0.0865, -0.2721, -0.1232, -0.2161, -0.1640, -0.1159, -0.2521, -0.0856, -0.0904, -0.1074, -0.1325, -0.1630, -0.1583, -0.5870, -0.1284, -0.0969, -0.3776, -0.2544, -0.0979, -0.3151, -0.1109, -0.1272, -0.2792, -0.2331, -0.1427, -0.0994, -0.0783, -0.0987, -0.6584, -0.1000, -0.2336, -0.6617, -0.0842, -0.0878, -0.1660, -0.1849, -0.1892, -0.1873, -0.0945, -0.2687, -0.0899, -0.0359, -0.1889, -0.0614, 0.0946, 0.0024, 0.0857, 0.0968, 0.0465, 0.1144, 0.1087, 0.0965, 0.0881, 0.1096, 0.0921, 0.0906, 0.0169, 0.1166, 0.1125, 0.1100, 0.0367, 0.1001, 0.0891, 0.0986, 0.0197, 0.1182, 0.0940, 0.1112, 0.1225, 0.0829, 0.1274, 0.0194, 0.1176, 0.1091, 0.0663, 0.1018, 0.0971, 0.1212, 0.1040, 0.0978, 0.1064, 0.0928, 0.0960, 0.0881, 0.0943, 0.1120, 0.0832, 0.0991, 0.0946, 0.1164, 0.1111, 0.0899, 0.1136, 0.1129, 0.0886], "e_homo_ev": -4.29, "gap_ha": 0.2336, "total_charge": -1, "total_energy_ev": -173346.965, "fmax_ev_per_a": 3.956, "e_lumo_ev": 2.063, "de_lowest_kcal_mol": 2.9}


2.
{"formula": "C3H10NOS2", "method": "ωB97M-V/def2-TZVPD", "species": ["S", "S", "O", "N", "C", "C", "C", "H", "H", "H", "H", "H", "H", "H", "H", "H", "H"], "xyz": [[1.715, -1.435, -0.946], [2.581, 0.924, 0.797], [-1.007, -1.176, 1.706], [-0.637, 0.513, 0.230], [-0.807, 1.094, -1.085], [1.677, -0.451, 0.422], [-1.522, -0.582, 0.547], [-1.831, 1.436, -1.265], [-0.136, 1.944, -1.189], [1.083, -0.844, 1.239], [-1.517, -1.290, -0.299], [-0.563, 0.346, -1.842], [3.239, 1.053, -0.375], [-2.557, -0.232, 0.700], [2.583, -0.719, -1.687], [-0.657, 1.212, 0.964], [-1.643, -1.793, 2.081]], "forces_ev_per_a": [[0.06, 0.04, 0.21], [0.06, -0.18, -0.10], [0.28, -0.10, 0.29], [0.54, -0.20, 0.20], [-0.16, -0.01, -0.04], [-0.25, 0.32, -0.31], [-0.47, 0.13, -0.42], [0.02, 0.03, -0.06], [0.02, 0.03, -0.05], [0.05, -0.12, 0.07], [0.00, 0.19, 0.05], [0.01, 0.01, -0.06], [-0.11, -0.03, 0.11], [0.16, -0.14, -0.01], [-0.07, 0.01, 0.07], [-0.10, 0.01, 0.01], [-0.04, 0.01, 0.03]], "nbo_charge": [0.3230, 0.3250, -0.7395, -0.5932, -0.4293, -0.4110, 0.0920, 0.2112, 0.2160, 0.3043, 0.1609, 0.1997, 0.1416, 0.1685, 0.1433, 0.3866, 0.5010], "e_homo_ev": [-13.30, -13.30], "gap_ha": [0.2992, 0.2992], "total_charge": 1, "total_energy_ev": -28473.177, "fmax_ev_per_a": 0.645, "e_lumo_ev": [-5.156, -5.156], "de_lowest_kcal_mol": 35.1}


3.
{"formula": "C19H54NO18Y", "method": "ωB97M-V/def2-TZVPD", "species": ["Y", "O", "O", "O", "O", "O", "O", "O", "O", "O", "O", "O", "O", "O", "O", "O", "O", "O", "O", "N", "C", "C", "C", "C", "C", "C", "C", "C", "C", "C", "C", "C", "C", "C", "C", "C", "C", "C", "C", "H", "H", "H", "H", "H", "H", "H", "H", "H", "H", "H", "H", "H", "H", "H", "H", "H", "H", "H", "H", "H", "H", "H", "H", "H", "H", "H", "H", "H", "H", "H", "H", "H", "H", "H", "H", "H", "H", "H", "H", "H", "H", "H", "H", "H", "H", "H", "H", "H", "H", "H", "H", "H", "H"], "xyz": [[-16.599, 23.522, 0.371], [-13.149, 25.650, 0.380], [-20.140, 14.225, 3.863], [-18.543, 25.125, 5.869], [-24.989, 21.194, -0.702], [-19.333, 16.138, 6.066], [-23.435, 17.013, 8.489], [-16.559, 13.691, -1.252], [-19.212, 20.676, 1.055], [-15.454, 20.570, 7.192], [-18.358, 14.939, -2.815], [-23.446, 23.168, 0.883], [-12.930, 21.794, 6.022], [-19.967, 19.420, 2.848], [-19.481, 25.316, 2.923], [-27.329, 15.507, 2.753], [-24.493, 15.664, 1.419], [-24.780, 19.045, 7.007], [-18.258, 20.797, 2.830], [-14.383, 25.341, 2.740], [-13.928, 26.683, 2.416], [-12.702, 26.533, 1.442], [-13.049, 21.199, 7.311], [-19.183, 20.289, 2.228], [-24.012, 23.296, -0.394], [-18.967, 14.747, 5.904], [-25.095, 16.573, 2.385], [-16.420, 15.095, -1.420], [-19.841, 26.178, 4.045], [-19.905, 25.370, 5.309], [-20.095, 13.928, 5.254], [-23.569, 18.397, 8.991], [-23.602, 19.276, 7.738], [-26.658, 16.704, 2.323], [-13.604, 27.407, 3.712], [-12.259, 25.518, -0.659], [-14.184, 20.113, 7.286], [-23.997, 22.006, -1.236], [-17.857, 15.621, -1.674], [-23.550, 24.163, -0.866], [-13.685, 24.883, 3.308], [-11.384, 24.945, -0.351], [-21.090, 14.056, 5.680], [-25.845, 21.625, -0.758], [-13.087, 28.341, 3.491], [-23.862, 22.375, 1.230], [-15.802, 15.302, -2.294], [-20.368, 25.938, 6.116], [-20.380, 24.409, 5.108], [-13.378, 21.978, 7.998], [-12.205, 21.495, 5.468], [-15.063, 25.541, 3.460], [-25.569, 19.325, 7.477], [-20.654, 19.314, 2.185], [-25.034, 23.668, -0.473], [-15.701, 20.264, 6.317], [-24.282, 22.279, -2.253], [-24.523, 17.457, 2.104], [-19.031, 26.908, 4.025], [-23.771, 15.205, 1.854], [-19.504, 13.613, 3.487], [-23.656, 20.328, 8.018], [-22.964, 21.659, -1.197], [-12.111, 26.446, -1.212], [-12.385, 27.530, 1.137], [-14.112, 19.592, 8.240], [-19.553, 16.562, 5.233], [-17.009, 13.493, -2.077], [-22.537, 16.879, 8.178], [-20.375, 25.004, 2.765], [-19.165, 15.398, -3.063], [-15.996, 15.510, -0.506], [-24.845, 16.338, 3.420], [-20.809, 26.594, 3.764], [-24.525, 18.500, 9.505], [-12.083, 20.786, 7.602], [-26.875, 16.911, 1.275], [-22.727, 18.700, 9.615], [-14.506, 27.628, 4.283], [-11.946, 26.186, 2.147], [-18.736, 14.313, 6.877], [-27.130, 17.534, 2.848], [-12.944, 26.792, 4.323], [-18.120, 14.735, 5.218], [-18.471, 24.236, 6.224], [-19.831, 12.870, 5.270], [-14.134, 19.356, 6.504], [-17.779, 16.690, -1.876], [-12.687, 24.853, -1.410], [-22.780, 19.143, 7.035], [-26.943, 15.234, 3.588], [-18.505, 15.598, -0.798], [-14.846, 27.137, 2.044]], "forces_ev_per_a": [[0.06, -0.09, 1.80], [-0.46, 0.95, 2.00], [-0.28, 0.39, -0.40], [-0.84, 0.42, -1.32], [0.36, -1.85, 0.72], [0.08, -0.47, 0.89], [-0.55, 1.18, 1.24], [0.49, 0.41, -0.12], [-1.24, 0.15, -2.36], [-2.27, 1.40, -0.87], [-0.03, 0.25, 0.50], [-0.36, -0.29, -0.04], [-0.48, 0.95, -0.56], [0.28, 0.94, -1.19], [-0.56, -0.19, -0.03], [0.50, 0.54, -0.73], [-1.12, -0.21, 0.60], [-0.28, -0.54, -1.09], [2.99, 1.59, 2.47], [-1.39, -0.98, 0.36], [0.36, 0.10, -0.62], [-2.53, 0.47, 1.04], [-0.90, -1.00, -1.22], [-0.20, -0.77, 0.45], [0.17, 1.07, -1.72], [-1.35, 0.68, -0.64], [0.16, 0.29, -0.17], [-1.66, -0.45, 0.34], [1.24, -0.34, -0.59], [1.82, 0.01, 1.50], [0.95, -0.32, -0.31], [0.89, -1.22, -2.10], [-1.20, 0.86, 0.54], [0.71, -0.85, -0.78], [0.63, 0.20, -0.30], [0.56, -0.93, -1.54], [2.70, -0.99, 1.27], [-0.30, 2.70, 0.23], [1.30, 1.07, -0.06], [0.86, -0.28, -0.25], [0.58, -0.62, -0.23], [0.59, 0.70, 0.03], [0.19, 0.27, 0.15], [0.02, 0.15, -0.16], [-0.04, 0.12, 0.16], [-0.05, -0.21, 0.51], [0.16, 0.27, 0.02], [-0.66, -0.12, -0.28], [-0.29, 0.12, 0.16], [0.17, 0.01, 0.04], [0.14, -0.42, 0.61], [-0.77, -0.40, 0.21], [0.13, 0.06, 0.26], [-1.03, -0.86, -0.03], [-0.66, -0.25, 1.02], [-0.82, 0.55, 0.17], [0.42, 0.00, -0.32], [-0.87, 0.96, 0.56], [-0.41, 0.34, 0.61], [-0.08, -0.15, 0.07], [-0.07, 0.18, -0.47], [0.60, 0.31, 0.38], [-0.39, -1.04, 0.03], [0.65, 0.17, 0.35], [-0.04, -0.13, -0.68], [0.30, -0.22, 0.23], [0.06, -0.49, -0.30], [-0.22, -0.95, -0.09], [0.18, 0.13, 0.07], [0.16, -0.83, -0.92], [-0.15, -0.27, -0.25], [0.04, 0.08, -0.11], [0.28, -0.36, 0.05], [0.06, 0.45, 0.52], [0.19, -0.31, 0.12], [-0.20, -0.16, 0.33], [-0.40, -0.55, -0.13], [-0.05, -0.21, 0.27], [0.02, -0.01, -0.04], [0.58, -0.87, -0.65], [0.18, 0.43, 0.04], [0.85, 0.35, 0.42], [0.10, 0.05, 0.14], [0.28, -0.46, 0.21], [-0.27, -0.06, 0.01], [-0.07, -0.19, 0.82], [1.35, -0.09, -0.06], [0.10, 0.39, -0.35], [-0.46, -0.11, -0.04], [0.13, -0.29, 0.30], [0.00, -0.01, 0.15], [-0.04, -0.82, 0.14], [0.45, 0.48, -0.92]], "lowdin_charge": [1.8955, -0.2369, -0.0878, -0.0921, -0.0510, -0.0877, -0.0678, -0.0605, 0.0960, -0.0360, -0.0566, -0.0557, -0.0974, 0.2092, -0.1354, -0.0621, -0.0755, -0.0616, 0.1544, 0.0331, -0.4373, -0.1343, -0.1927, -0.8116, -0.2832, -0.2086, -0.2095, -0.2333, -0.2120, -0.1835, -0.2362, -0.1742, -0.2630, -0.2137, -0.0443, -0.1346, -0.2907, -0.2553, -0.2545, 0.1137, 0.0892, 0.1036, 0.1228, 0.0998, 0.0962, 0.0814, 0.1161, 0.1249, 0.1213, 0.1199, 0.0777, 0.0722, 0.0920, 0.1393, 0.1143, 0.0865, 0.1202, 0.1022, 0.1229, 0.0745, 0.0822, 0.1130, 0.1181, 0.1044, 0.1364, 0.1185, 0.0661, 0.0694, 0.0737, 0.0670, 0.0933, 0.1146, 0.1081, 0.1289, 0.1220, 0.1198, 0.1125, 0.1158, 0.0922, 0.1329, 0.1212, 0.1118, 0.0928, 0.1126, 0.0727, 0.1175, 0.1212, 0.0983, 0.0771, 0.1181, 0.0790, 0.1135, 0.1329], "e_homo_ev": -12.66, "gap_ha": 0.0515, "total_charge": 2, "total_energy_ev": -59935.512, "fmax_ev_per_a": 4.186, "e_lumo_ev": -11.262}